(1)
{
  "formula": "C6H13O4Tl",
  "method": "wB97M-V/def2-TZVPD",
  "total_charge": 1,
  "homo_energy_ha": [-0.4610, -0.4606],
  "homo_lumo_gap_ev": [8.511, 5.755],
  "relative_energy_kcal_mol": 4.5,
  "s_squared": 0.76,
  "spin_multiplicity": 2,
  "elements": ["Tl", "O", "O", "O", "O", "C", "C", "C", "C", "C", "C", "H", "H", "H", "H", "H", "H", "H", "H", "H", "H", "H", "H", "H"],
  "coordinates": [[1.487443, -0.506476, -1.588546], [-0.135039, -1.672002, -1.334741], [-1.273561, -0.120726, 2.104209], [-0.026254, 0.708140, -2.484610], [1.421522, 0.314963, 0.320139], [-1.136452, -1.362403, -2.236562], [-0.257253, -1.194726, 1.033310], [2.246476, 1.406616, 0.696675], [-1.515043, 1.095237, 1.457404], [1.093705, -0.603789, 1.362189], [-0.953190, -0.005174, -2.849365], [-0.396370, -2.143228, 1.568386], [-1.783076, 0.418333, -3.444899], [-1.258585, -2.080658, -3.074045], [-0.585838, 1.691449, 1.340764], [1.014397, -0.052608, 2.315335], [1.744072, 1.983517, 1.487132], [-2.308632, 1.660127, 1.980653], [1.874990, -1.360668, 1.528695], [2.330104, 2.038279, -0.194017], [-0.944200, -0.847153, 0.255679], [3.193194, 1.040333, 1.120424], [-2.130052, -1.339278, -1.738071], [-1.702366, 0.931894, 0.373853]],
  "forces_ev_per_angstrom": [[3.6538, -1.2086, -1.8877], [-1.2393, -1.7467, -1.3820], [1.3277, -1.9725, -0.8977], [-1.2544, 1.2455, -1.6178], [0.0690, 0.9218, 1.9218], [-0.1034, -0.3398, -0.6042], [-3.1031, 3.2119, 4.6858], [0.2992, 0.8202, 0.7456], [1.0924, -0.2127, -0.9120], [-0.4832, -0.4472, 0.2163], [-1.3388, 0.4270, 1.1031], [-0.3216, 0.2311, -0.7829], [0.4996, -0.1542, -0.1842], [0.0933, 0.0088, 0.3032], [-0.2498, 0.3039, 0.7306], [-0.1847, -0.1313, -0.4163], [0.0060, -0.1615, -0.2782], [0.4161, -0.3375, -0.4271], [-0.0159, 0.1232, -0.4891], [0.4103, -0.1234, 0.3199], [1.2262, -0.9065, 0.2391], [-0.0764, 0.2301, -0.5148], [0.2178, 0.1277, -0.1269], [-0.9408, 0.0908, 0.2553]],
  "mulliken_spin": [0.6511, 0.2061, 0.0137, 0.0581, 0.0381, 0.0019, -0.0243, 0.0030, -0.0014, 0.0132, 0.0020, -0.0033, -0.0003, 0.0073, 0.0003, 0.0019, 0.0022, 0.0008, 0.0044, -0.0066, 0.0137, 0.0051, 0.0131, -0.0002]
}

***

(2)
{
  "formula": "CH4P2S",
  "method": "wB97M-V/def2-TZVPD",
  "homo_energy_ha": -0.2963,
  "homo_lumo_gap_ev": 7.248,
  "relative_energy_kcal_mol": 86.1,
  "elements": ["S", "P", "P", "C", "H", "H", "H", "H"],
  "coordinates": [[-3.125824, -0.458921, -0.398116], [0.125909, 1.116466, -0.439301], [1.484647, -0.500076, 0.042664], [-1.652707, -0.497584, 0.139160], [1.991736, -0.674917, -1.387667], [0.141639, 1.333729, 0.880981], [-1.408288, -0.805181, 1.153345], [2.442891, 0.486486, 0.008937]],
  "forces_ev_per_angstrom": [[-0.1789, -0.3650, -0.5058], [-2.5402, -2.4628, -1.3759], [1.0632, -0.6336, -2.3125], [1.2704, 3.0523, 0.1522], [-0.9187, -0.2778, 1.4725], [-0.2308, 0.7071, 2.0124], [0.4328, -0.5815, -0.1786], [1.1022, 0.5613, 0.7357]],
  "lowdin_charge": [0.5991, 0.4777, 0.3669, -0.8430, -0.1174, -0.2257, -0.0418, -0.2158]
}

***

(3)
{
  "formula": "C13H37MgO6",
  "method": "wB97M-V/def2-TZVPD",
  "total_charge": 1,
  "homo_energy_ha": -0.3886,
  "homo_lumo_gap_ev": 7.648,
  "elements": ["Mg", "O", "O", "O", "O", "O", "O", "C", "C", "C", "C", "C", "C", "C", "C", "C", "C", "C", "C", "C", "H", "H", "H", "H", "H", "H", "H", "H", "H", "H", "H", "H", "H", "H", "H", "H", "H", "H", "H", "H", "H", "H", "H", "H", "H", "H", "H", "H", "H", "H", "H", "H", "H", "H", "H", "H", "H"],
  "coordinates": [[20.628533, 27.866923, -13.871885], [19.693324, 26.700398, -15.406179], [19.088907, 26.926236, -12.807276], [21.980339, 26.318359, -13.213571], [19.205539, 29.199039, -14.096624], [21.131211, 29.003263, -12.111347], [21.967592, 28.655837, -15.116159], [22.926104, 24.229402, -13.987550], [22.942018, 25.728812, -14.006339], [18.806787, 24.896283, -16.719387], [18.753286, 29.882217, -15.244392], [22.227952, 29.191387, -11.306259], [21.887222, 28.679553, -9.959826], [19.023114, 25.979102, -11.799038], [22.567679, 29.873654, -15.031695], [22.354323, 30.549122, -16.399859], [24.084541, 29.904733, -14.622176], [19.315398, 24.537374, -12.312829], [18.844546, 31.394307, -14.957624], [18.515647, 25.961958, -15.770833], [22.817988, 30.034052, -17.241181], [22.333674, 30.275949, -11.281059], [20.210507, 26.598697, -16.208528], [23.902608, 26.149146, -13.708551], [20.374686, 29.435790, -11.708603], [22.675332, 28.891619, -9.237321], [18.329385, 31.876873, -15.788185], [17.805564, 26.606056, -16.289506], [17.721863, 29.628918, -15.489567], [19.283392, 29.564505, -16.142240], [23.314546, 23.809646, -13.059643], [18.956801, 25.331829, -17.707263], [23.560326, 23.782707, -14.753277], [22.756702, 31.562112, -16.394617], [18.382494, 31.639663, -14.001370], [21.977289, 23.726628, -14.174758], [24.608740, 30.824740, -14.363520], [22.783408, 26.043729, -15.037737], [23.191753, 28.819239, -11.653663], [24.184524, 29.316091, -13.710259], [22.051428, 30.492209, -14.297542], [18.520268, 29.442188, -13.469812], [17.980193, 24.208841, -16.899019], [21.688289, 27.608429, -9.924971], [21.286424, 30.683806, -16.571785], [19.896313, 31.679770, -14.977464], [18.182755, 27.062343, -13.093574], [18.582486, 24.439096, -13.113638], [19.902254, 26.150075, -11.177778], [22.254103, 26.113105, -12.316614], [18.171617, 26.135999, -11.136890], [24.648686, 29.458492, -15.441144], [19.676483, 24.298729, -16.446153], [19.146330, 23.739443, -11.589765], [21.005677, 29.111508, -9.486140], [17.946562, 25.562182, -14.931532], [20.294616, 24.476363, -12.787708]],
  "forces_ev_per_angstrom": [[1.7920, 0.0142, -0.6898], [-0.3207, -0.6313, -0.3347], [-0.8542, 0.7950, -0.5618], [-1.6051, 0.6110, 1.3656], [-1.0330, -0.0393, 0.3211], [-1.5983, -1.3981, -2.5460], [-0.6227, -2.0526, 1.1610], [0.4316, -1.3241, 0.3153], [1.4476, -0.4918, -2.2810], [0.6179, -1.4018, -1.6385], [-0.4546, 1.6168, -1.1962], [0.8307, 1.8340, 1.5916], [0.3643, -0.5122, 1.9102], [2.5271, -2.1596, 2.1436], [0.4869, 1.4722, -1.0430], [0.2687, 1.0149, 0.5028], [-0.5515, -1.0002, -0.1597], [-1.6203, 1.0091, -0.7505], [0.2853, -1.0286, -1.1679], [-1.6725, 0.7641, 0.6031], [-0.0741, -0.3227, 0.1829], [0.6144, 0.1768, 0.3501], [0.7956, 0.5432, -0.0514], [0.2740, -0.2660, -0.1729], [0.0607, 0.1090, 0.1085], [0.2137, -0.1411, -0.0485], [-0.0196, 0.4108, 0.2375], [-0.0066, 0.5783, 0.2246], [-0.2863, -0.2395, 0.4380], [0.6286, 0.1059, 0.4309], [-0.0627, 0.0734, 0.2690], [0.4569, -0.0235, -0.1350], [0.3042, 0.4373, -0.1342], [0.2049, 0.1991, -0.0243], [-0.0697, 0.0978, -0.0758], [-0.3974, 0.5371, 0.0815], [-0.7122, 0.5631, -0.3406], [-0.1148, 0.3882, 0.1269], [-0.5412, -0.4720, -0.6688], [0.1378, -0.4775, -0.0837], [-0.2376, 0.5121, 0.4202], [0.2237, -0.2170, 0.6287], [-0.1548, 0.0534, 0.4135], [0.2478, -0.2001, -0.2564], [-0.0710, -0.2991, -0.1906], [-0.0881, 0.1883, 0.2023], [0.0372, 0.2140, -0.5140], [-0.0302, -0.7300, -0.1801], [-0.0773, 0.5798, 0.4047], [-0.3984, 0.2249, 0.3943], [-0.2682, -0.3548, -0.3593], [0.1773, -0.3118, 0.1530], [0.0380, -0.0460, 0.0452], [0.1151, 0.2633, 0.0933], [-0.2327, 0.4282, -0.4110], [0.6343, 0.2355, 0.5583], [-0.0402, 0.0901, 0.3380]],
  "lowdin_charge": [0.6404, -0.0909, -0.1111, -0.0975, -0.1237, -0.0988, -0.2789, -0.0663, -0.3015, -0.0764, -0.2608, -0.3027, -0.0706, -0.2602, -0.6014, -0.0621, -0.0390, -0.0237, -0.0359, -0.2919, 0.0807, 0.1348, 0.1121, 0.1358, 0.1191, 0.0924, 0.0895, 0.1258, 0.1214, 0.1215, 0.0824, 0.0953, 0.0878, 0.0751, 0.0829, 0.0712, 0.0721, 0.1219, 0.1287, 0.0433, 0.1024, 0.1184, 0.0999, 0.0739, 0.0460, 0.0718, 0.1182, 0.0631, 0.1019, 0.1217, 0.1353, 0.0748, 0.0938, 0.0907, 0.0878, 0.1072, 0.0526]
}

***

(4)
{
  "formula": "C8H12Cl3IrN2O3SSi2",
  "method": "wB97M-V/def2-TZVPD",
  "total_charge": 1,
  "homo_energy_ha": [-0.4804, -0.4989],
  "homo_lumo_gap_ev": [8.325, 6.987],
  "relative_energy_kcal_mol": 0.0,
  "s_squared": 0.76,
  "spin_multiplicity": 2,
  "elements": ["Ir", "Cl", "Cl", "Cl", "S", "Si", "Si", "O", "O", "O", "N", "N", "C", "C", "C", "C", "C", "C", "C", "C", "H", "H", "H", "H", "H", "H", "H", "H", "H", "H", "H", "H"],
  "coordinates": [[0.806050, 2.449456, -1.541011], [4.029837, 2.785847, -1.201808], [3.094625, 0.917408, -3.808879], [3.099999, -0.354665, -0.748896], [-0.149267, 0.475485, -1.733117], [2.801919, 1.307586, -1.862594], [-1.253033, -2.112592, 0.551693], [0.573220, 3.479737, -3.326843], [0.353477, 5.651204, -3.282464], [0.714125, 4.512742, -1.438602], [0.550854, 4.637179, -2.744199], [0.664720, 1.617299, 0.310972], [-1.540584, -3.002466, 2.155029], [-0.377621, -0.460910, 0.988683], [-2.847097, -1.672606, -0.303106], [-0.038356, -0.092376, 2.300724], [-0.092728, -3.042642, -0.565588], [0.012652, 0.460472, 0.043751], [0.603374, 1.106046, 2.593243], [0.946045, 1.964204, 1.562562], [0.844844, 1.376896, 3.610796], [-3.490208, -1.068554, 0.339856], [-2.043135, -3.951505, 1.956227], [1.449585, 2.908242, 1.718866], [-3.393772, -2.582828, -0.558706], [0.864299, -3.230197, -0.075274], [-2.179061, -2.433991, 2.834440], [-0.527685, -4.010470, -0.826166], [-0.289329, -0.760816, 3.115127], [0.103187, -2.511105, -1.500259], [-2.684835, -1.125651, -1.233769], [-0.606106, -3.236417, 2.669327]],
  "forces_ev_per_angstrom": [[-0.4915, 0.1157, -0.0108], [0.0401, 0.0329, 0.0144], [-0.0205, -0.0380, -0.0791], [-0.0083, -0.0395, 0.0341], [0.1219, -0.0381, 0.2085], [0.0769, 0.2246, -0.0806], [-0.0187, 0.0552, -0.0175], [0.2823, 0.0117, 0.1120], [0.1608, 0.1541, -0.0605], [0.2618, -0.0236, -0.2702], [-0.3381, -0.2185, 0.2571], [-0.2253, -0.1751, -0.1746], [0.0028, -0.0226, 0.0442], [0.0334, 0.0227, 0.0002], [-0.0179, -0.0035, 0.0097], [0.0377, 0.1480, 0.0676], [0.0268, -0.0261, -0.0390], [0.0796, 0.0271, 0.0651], [-0.1052, -0.2049, 0.0157], [0.0759, 0.0143, -0.0863], [-0.0028, -0.0101, 0.0024], [-0.0001, -0.0034, -0.0144], [-0.0051, 0.0068, 0.0033], [0.0175, -0.0063, -0.0138], [-0.0048, -0.0021, 0.0061], [0.0074, -0.0066, -0.0066], [-0.0011, -0.0100, -0.0023], [0.0161, 0.0119, -0.0097], [0.0052, 0.0125, 0.0078], [-0.0021, -0.0280, 0.0222], [-0.0015, 0.0158, -0.0081], [-0.0034, 0.0032, 0.0030]],
  "mulliken_spin": [0.5370, 0.0148, -0.0010, 0.0004, 0.4182, -0.0147, 0.0008, -0.0007, 0.0044, 0.0220, -0.0008, -0.0158, 0.0002, 0.0150, 0.0040, -0.0178, 0.0064, -0.0080, 0.0373, -0.0012, 0.0021, -0.0004, -0.0001, 0.0014, 0.0004, -0.0008, 0.0000, 0.0009, -0.0014, -0.0021, -0.0007, 0.0000]
}